The following is a quantum chemistry calculation of 2 unconnected molecules or ions with the total composition C2H4NO2, from OMol25.

Output
Spin multiplicity: 3
HOMO level (spin up / spin down), Ha: -0.487 / -0.692
Expectation value of S²: 2.0056
Energy, eV: -7710.406
Net charge: +1
M, g mol⁻¹: 74.1
Gap between HOMO and LUMO (spin up / spin down), eV: 8.1 / 11.0

```
9
Properties=species:S:1:pos:R:3:forces:R:3:nbo_charge:R:1
C 0.15218 -0.33632 0.28143 1.0582 -1.3503 -0.0056 0.213
C -0.31154 0.77823 -0.37476 0.6349 4.6855 -1.0912 -0.172
N -2.70185 -0.52378 0.13742 -1.8524 -4.2598 0.9757 0.340
O -0.00727 -1.51566 -0.25164 1.3514 -0.9553 -0.1272 -0.552
O -2.23566 0.46030 -0.04854 -0.1420 4.6380 -1.0332 -0.163
H 0.63657 -2.23466 0.03495 -1.0664 1.1473 0.0049 0.547
H 0.68856 -0.18705 1.20979 0.0951 -0.3038 0.1474 0.226
H -0.26938 1.76574 0.24896 -0.1003 -2.0204 -1.0518 0.265
H -0.41689 1.09064 -1.50419 0.0214 -1.5811 2.1811 0.296
```
Positions in Å, forces in eV/Å.


The following is a quantum chemistry calculation of a molecular structure, C2H3N4, from OMol25.

Output
Spin multiplicity: 1
HOMO level, Ha: -0.618
Energy, eV: -8068.989
Net charge: +1
M, g mol⁻¹: 83.1
Gap between HOMO and LUMO, eV: 8.5

```
9
Properties=species:S:1:pos:R:3:forces:R:3:nbo_charge:R:1
C -0.42743 0.22897 -1.79670 0.3217 -1.6084 1.0342 0.775
C -0.29278 -0.97648 -0.28361 -1.1771 -2.7863 -4.4272 0.279
N -0.60371 -1.01730 -1.77745 0.3623 2.0969 2.4526 -0.344
N 0.02018 1.09100 -0.94419 -0.6694 1.5616 -3.1672 -0.290
N 0.06136 0.19546 0.03698 2.2453 1.9507 2.3976 0.027
N 0.51412 0.52600 1.25504 -7.7883 -1.9570 1.8866 -0.562
H -0.28027 -1.85594 0.28751 -0.0979 -1.0289 0.6772 0.284
H 1.33657 0.92718 1.39574 4.5251 2.2595 -0.0090 0.413
H -0.32804 0.88112 1.82669 2.2783 -0.4882 -0.8447 0.419
```
Positions in Å, forces in eV/Å.


The following is a quantum chemistry calculation of C5H7NO in the gas phase, from OMol25.

Output
Spin multiplicity: 1
HOMO level, Ha: -0.353
Energy, eV: -8833.912
SMILES string: C=CC[C@H]1NC1=O
M, g mol⁻¹: 97.1
Gap between HOMO and LUMO, eV: 10.6

```
14
Properties=species:S:1:pos:R:3:forces:R:3:nbo_charge:R:1
C -0.54695 2.16285 -0.51060 -0.0662 -0.1200 0.0627 -0.373
C -1.00846 1.07687 0.09915 0.0509 0.1834 -0.0478 -0.179
C -0.71177 -0.33584 -0.33145 0.0423 -0.0196 -0.0650 -0.462
C 0.20642 -0.96678 0.70151 -0.1524 0.2272 0.1081 -0.141
N 1.07456 -2.16371 0.40075 0.1728 -0.0999 -0.1443 -0.622
C 1.64992 -0.93060 0.44364 0.2843 0.1629 -0.1319 0.680
O 2.65911 -0.33145 0.19667 -0.4463 -0.2961 0.1755 -0.533
H 0.05249 2.09970 -1.41660 -0.0681 -0.0308 0.1418 0.195
H -0.73991 3.15722 -0.11811 -0.0257 -0.1517 -0.0721 0.204
H -1.59358 1.18248 1.01343 0.0634 0.0067 -0.1329 0.198
H -0.22874 -0.33392 -1.31683 -0.0395 0.0007 0.1592 0.214
H -1.63817 -0.92069 -0.41486 0.1376 0.0759 0.0478 0.219
H -0.19615 -0.99803 1.71355 0.1052 0.0073 -0.1316 0.211
H 1.02122 -2.69810 -0.46025 -0.0584 0.0539 0.0306 0.389
```
Positions in Å, forces in eV/Å.


The following is a quantum chemistry calculation of CH3Br2P in the gas phase, from OMol25.

Output
Spin multiplicity: 1
HOMO level, Ha: -0.367
Energy, eV: -150459.102
SMILES string: BrCPBr
M, g mol⁻¹: 205.8
Gap between HOMO and LUMO, eV: 9.6

```
7
Properties=species:S:1:pos:R:3:forces:R:3:nbo_charge:R:1
Br 2.49159 -0.26717 0.13353 -1.8429 0.4350 0.5587 -0.086
C 0.47606 0.43697 0.27570 1.2262 -2.5882 2.7051 -0.634
P -0.56313 -1.06850 0.07892 -0.4748 0.1242 0.8935 0.578
Br -2.63164 -0.08278 0.12928 0.4921 -0.0815 0.2097 -0.264
H 0.25846 0.96307 1.21443 0.6052 -0.1578 -0.3668 0.243
H 0.56446 0.98868 -0.55153 -0.2937 2.5010 -2.8166 0.206
H -0.59580 -0.97027 -1.28034 0.2879 -0.2327 -1.1836 -0.044
```
Positions in Å, forces in eV/Å.


The following is a quantum chemistry calculation of a molecular structure, C3H6OS, from OMol25.

Output
Spin multiplicity: 1
HOMO level, Ha: -0.341
Energy, eV: -16087.099
M, g mol⁻¹: 90.1
Gap between HOMO and LUMO, eV: 9.8

```
11
Properties=species:S:1:pos:R:3:forces:R:3:nbo_charge:R:1
C 0.03064 0.05359 0.59300 -3.9782 2.2966 -5.0766 -0.321
C 0.75322 -0.98084 -0.07419 2.9342 -5.0139 -0.2806 -0.090
C 1.04143 0.95552 -0.13115 -1.0171 4.4027 -0.8986 -0.083
H -2.56340 0.55060 1.05249 1.9945 -1.2604 -2.8759 0.155
H -0.07550 0.16547 1.58580 0.2238 -0.0646 3.3789 0.233
H 0.84799 -2.09848 0.45004 0.0867 3.0047 -1.3050 0.205
H 0.52941 -1.13811 -1.20531 -0.0571 0.3067 1.9556 0.198
H 1.19714 2.16060 0.10572 0.4929 -3.3108 0.7106 0.196
H 0.86709 1.14224 -1.23137 -0.6395 -0.7713 0.7745 0.168
O 1.94834 -0.10068 -0.00710 1.3722 -1.1830 0.0359 -0.521
S -1.70883 -0.00916 -0.18916 -1.4124 1.5934 3.5812 -0.140
```
Positions in Å, forces in eV/Å.


The following is a quantum chemistry calculation of a molecular structure, C20H40ClHfN5O4, from OMol25.

Output
Spin multiplicity: 1
HOMO level, Ha: -0.935
Energy, eV: -50754.590
Net charge: +6
M, g mol⁻¹: 628.5
Gap between HOMO and LUMO, eV: 1.7

```
71
Properties=species:S:1:pos:R:3:forces:R:3:mulliken_charge:R:1
C 3.11119 5.52526 2.08324 -0.8481 -1.3376 1.4137 -1.131
C 2.08777 4.48622 2.64198 0.7045 -0.4660 -1.7029 -0.267
C 2.36732 3.03911 2.07463 -0.8051 0.5632 -0.1945 -0.747
N 1.30796 1.92318 2.44901 0.1770 0.9404 -0.1215 0.299
C -0.07608 2.25647 1.75931 1.9829 -0.2191 1.8712 -0.761
C 1.77250 0.50036 2.14430 0.1110 0.1748 -1.1908 -0.664
C 1.09587 -0.44514 3.19119 1.8605 0.7621 -1.2971 0.084
C 0.68763 0.54584 4.24690 -1.3260 -1.2155 2.0521 -0.953
C 1.24355 1.87255 3.99076 -0.2361 1.4070 -2.1400 -0.631
H 2.99766 5.73919 1.02049 -0.0131 0.2892 -0.7626 0.392
H 4.16920 5.34239 2.27108 0.0032 -0.4816 -0.0434 0.401
H 2.83125 6.48356 2.52071 -0.2910 0.6415 0.0696 0.400
H 1.09785 4.72031 2.25038 -0.2349 0.7619 0.1297 0.281
H 1.98082 4.55335 3.72464 0.2277 -0.2106 0.4679 0.419
H 3.39040 2.72746 2.28507 -0.2362 -0.5326 0.1525 0.561
H 2.21589 3.15459 1.00140 0.4545 -0.0938 -0.1567 0.365
H -0.50462 3.13679 2.23837 0.3194 0.2434 -0.2764 0.555
H -0.79360 1.45475 1.93395 0.9918 0.3887 0.7352 -0.402
H 0.09913 2.35673 0.68816 0.3652 0.3377 0.5417 0.599
H 1.45710 0.24038 1.13384 0.0125 0.3501 -0.0702 0.316
H 2.85442 0.52821 2.01476 0.1080 -0.1285 0.9194 0.548
H 0.30199 -0.93755 2.62960 0.2049 -0.1338 1.3548 -0.204
H 1.80683 -1.18722 3.55444 -0.0243 0.0338 -0.0234 0.596
H -0.39976 0.61729 4.27106 -0.2060 0.0205 0.2662 0.175
H 1.00822 0.25497 5.24725 -0.2550 -0.3004 0.0686 0.482
H 0.55488 2.68538 4.22130 0.5172 0.0582 0.7788 0.457
H 2.28488 2.03626 4.26812 -0.2364 -0.0003 0.5575 0.485
C -2.22704 -2.58651 -2.71407 -0.0274 1.1830 -0.6965 -0.429
C -2.64590 -1.51237 -3.75831 0.2152 -1.3404 -0.4498 -0.780
N -2.65387 -0.17868 -3.16599 0.1530 1.1919 -0.3867 0.181
C -3.54695 0.32684 -2.28505 -0.3856 -1.5891 0.8881 -0.528
C -3.07464 1.54187 -1.79127 -0.7339 0.0561 -2.4225 -0.334
N -2.05228 1.81900 -2.62392 2.1316 -0.0552 0.3663 0.263
C -1.72902 0.76938 -3.42039 -1.3608 -0.4225 1.1141 -0.005
C -1.19355 2.97501 -2.46857 0.2739 1.2115 -0.9364 -0.748
H -2.19415 -3.63724 -3.00213 -1.2691 0.1078 -0.5077 0.497
H -2.87229 -2.31355 -1.87906 -0.3558 -1.0057 -1.2095 0.285
H -1.20270 -2.50170 -2.35125 0.0374 0.9975 -0.5059 0.047
H -3.67102 -1.66693 -4.09495 0.1588 -0.3871 -0.3002 0.394
H -1.95514 -1.48549 -4.60107 -0.3059 0.0119 -0.1977 0.362
H -4.26194 -0.35699 -1.85197 -0.5804 0.3785 -0.3300 0.437
H -3.38516 2.19224 -0.98691 -0.4312 0.1773 -0.6215 0.599
H -0.88416 0.57891 -4.06564 0.0855 0.6788 -0.2274 0.435
H -0.24604 2.85576 -2.99403 -0.0879 -0.2748 -0.0251 0.412
H -0.98867 3.19677 -1.42122 -0.3621 0.0878 -0.1798 0.268
H -1.72390 3.76774 -2.99622 0.2130 0.5638 0.4081 0.346
C 2.83133 -3.79940 -3.14779 0.2577 -0.2874 -0.8517 -1.164
C 2.22001 -4.66882 -2.06331 1.2503 -0.1209 0.1184 -0.066
N 1.28328 -3.85284 -1.32004 -2.6608 2.5780 3.3626 0.251
C 1.41936 -2.62893 -0.66740 2.4336 -1.1855 -3.1460 -1.087
C 0.18597 -2.13650 -0.26041 1.3671 -4.1625 -1.9413 1.834
N -0.64774 -3.18838 -0.33766 3.1453 0.3863 -0.8211 0.172
C -0.01133 -4.18719 -0.98569 0.8573 -0.7262 -0.1855 -0.065
C -1.95789 -3.21002 0.04084 -3.8338 -2.7073 1.4356 -0.762
H 3.60506 -4.30224 -3.72797 -0.1942 -0.5813 0.0007 0.402
H 3.42469 -2.98646 -2.72930 -0.4451 0.3368 0.1676 0.427
H 2.04878 -3.52310 -3.85444 0.1311 0.3961 -0.1150 0.326
H 3.03365 -4.87128 -1.36682 0.0581 -0.5617 0.2260 0.275
H 1.67484 -5.57823 -2.31601 0.3248 0.0074 -0.4222 0.345
H 2.31472 -2.02985 -0.74378 0.4171 -0.3274 0.1538 0.487
H -0.06771 -1.16541 0.13839 1.7389 -1.5444 -2.1579 -1.076
H -0.47647 -5.14596 -1.16120 -0.0258 -0.3297 -0.2869 0.489
H -2.26976 -4.25210 -0.02935 -0.2717 -0.1601 0.2262 0.404
H -2.61218 -2.69208 -0.66040 0.3748 -0.9484 1.5804 0.359
H -2.08167 -2.97283 1.09750 0.0231 0.2905 -0.0572 0.167
Hf -3.81220 -0.18488 2.64615 -7.5951 -1.3380 8.5818 1.172
Cl -1.71503 0.00357 0.32881 6.5027 1.2310 -3.7293 0.442
O -2.71675 0.06148 1.38058 1.8514 0.2630 -3.4810 0.169
O -2.05031 -0.93198 -0.70600 0.0968 3.6488 2.2531 -0.280
O -1.55772 1.39743 0.03335 -0.7519 -3.0423 -0.8870 -0.528
O -0.50708 -0.54885 1.02822 -5.7481 5.4612 2.7968 -0.049
```
Positions in Å, forces in eV/Å.


The following is a quantum chemistry calculation of a gas-phase ion, C22H31N2O4 (charge +1), from OMol25.

Output
Spin multiplicity: 1
HOMO level, Ha: -0.385
Energy, eV: -34479.992
Net charge: +1
SMILES string: COc1ccc(CN2CC[NH+](Cc3ccc(OC)c(OC)c3OC)CC2)cc1
M, g mol⁻¹: 387.5
Gap between HOMO and LUMO, eV: 8.5

```
59
Properties=species:S:1:pos:R:3:forces:R:3:nbo_charge:R:1
C 8.97822 0.48101 0.86812 0.1884 0.2077 0.0320 -0.255
O 8.01846 -0.54295 0.73760 -0.2829 -0.2412 -0.0666 -0.484
C 6.83989 -0.26318 0.13358 -0.1469 0.0337 -0.0504 0.304
C 5.95366 -1.33707 -0.00031 0.1525 0.0260 0.0600 -0.246
C 4.72981 -1.16185 -0.60367 0.1050 0.0926 -0.0020 -0.186
C 4.34477 0.08775 -1.08333 0.0055 0.2189 -0.0966 -0.097
C 3.00191 0.25573 -1.74111 0.1204 -0.0152 -0.0439 -0.220
N 1.94352 -0.26512 -0.88478 -0.1598 0.0450 0.0131 -0.439
C 1.83040 0.45355 0.36553 -0.0423 -0.2512 0.0872 -0.249
C 0.90274 -0.31617 1.29888 0.7552 0.3365 0.1989 -0.225
N -0.42695 -0.44524 0.66927 -0.1174 0.2244 -0.0245 -0.381
C -1.44478 -1.08048 1.54552 -0.6644 -0.0980 0.3594 -0.214
C -2.81778 -0.95366 0.94360 0.0382 0.1315 -0.0137 -0.139
C -3.62709 -2.05721 0.75262 0.1325 0.2419 0.0166 -0.176
C -4.89592 -1.91188 0.22603 -0.2004 0.0370 -0.0852 -0.297
C -5.37495 -0.66542 -0.15891 0.0986 -0.0424 0.0514 0.273
O -6.58700 -0.47855 -0.73204 0.4284 0.3184 0.0814 -0.495
C -7.45278 -1.58145 -0.89896 -0.2141 -0.2458 -0.0600 -0.256
C -4.56052 0.47947 0.01361 0.0383 0.1589 0.0617 0.272
O -4.87832 1.73792 -0.38884 0.4341 -0.4906 -0.1063 -0.519
C -6.22691 2.16089 -0.50243 -0.4873 0.3327 -0.0809 -0.243
C -3.29425 0.31764 0.58895 -0.1359 -0.1895 0.0358 0.246
O -2.39611 1.35155 0.78558 -0.2420 -0.5152 -0.2798 -0.561
C -2.86298 2.64019 1.16805 0.0154 0.6351 0.1144 -0.238
C -0.29768 -1.12795 -0.63478 0.0782 -0.1100 -0.9066 -0.232
C 0.65273 -0.34114 -1.53155 0.0155 -0.1721 0.1669 -0.235
C 5.22058 1.15107 -0.94186 -0.2242 -0.1950 -0.0743 -0.193
C 6.46001 0.98644 -0.34560 0.3933 -0.0305 0.1758 -0.262
H 9.28039 0.87330 -0.10742 -0.0248 -0.0117 0.0333 0.181
H 8.60916 1.29961 1.49386 0.0049 -0.0318 -0.0367 0.177
H 9.83666 0.01834 1.35138 -0.0448 0.0821 -0.0391 0.209
H 6.26210 -2.30098 0.37132 0.0407 -0.1331 0.0424 0.230
H 4.05536 -1.99758 -0.71164 -0.0635 -0.1361 0.0082 0.216
H 2.83276 1.31512 -1.99279 0.0276 -0.0434 -0.0449 0.178
H 2.97840 -0.32172 -2.66957 -0.0824 0.0850 -0.0258 0.213
H 2.82277 0.52056 0.81457 -0.1190 0.0525 0.0926 0.255
H 1.44464 1.48132 0.22286 0.0473 -0.0116 0.0117 0.172
H 0.80214 0.20224 2.25338 -0.1526 -0.0499 -0.0455 0.229
H 1.30429 -1.31661 1.47027 -0.1331 0.0125 0.0041 0.229
H -0.80799 0.50514 0.49620 0.1219 -0.1702 0.0674 0.474
H -1.41212 -0.56769 2.51138 0.1822 -0.0158 -0.1071 0.233
H -1.18631 -2.13004 1.69405 0.1016 0.0928 -0.0403 0.231
H -3.27505 -3.03836 1.02796 0.0617 -0.1441 0.0359 0.222
H -5.50720 -2.78777 0.09444 -0.1112 -0.0729 -0.0350 0.236
H -7.70039 -2.04529 0.05948 0.0300 0.0203 -0.0283 0.186
H -8.35670 -1.17043 -1.34451 0.0518 -0.0875 0.0340 0.214
H -7.02475 -2.32778 -1.57357 -0.0008 0.0292 0.0371 0.185
H -6.69305 1.77649 -1.40952 0.0576 0.0693 0.1228 0.199
H -6.17616 3.24828 -0.55171 -0.0325 -0.0648 0.0266 0.196
H -6.81481 1.86279 0.36669 0.0339 0.0052 -0.0244 0.185
H -2.00236 3.13640 1.61693 -0.0818 -0.0155 0.0070 0.192
H -3.66311 2.56497 1.90428 0.0086 -0.0526 -0.0162 0.192
H -3.20941 3.20804 0.30534 0.0586 -0.0820 0.1326 0.207
H -1.28609 -1.21177 -1.08905 0.0357 0.0307 0.1364 0.243
H 0.10873 -2.12587 -0.45874 -0.0684 0.0541 0.0979 0.226
H 0.76187 -0.86724 -2.48117 -0.0971 0.0241 0.0222 0.235
H 0.22347 0.65717 -1.74093 0.0137 -0.0422 -0.0335 0.174
H 4.94282 2.12856 -1.30976 -0.0421 0.1062 -0.0350 0.211
H 7.11725 1.83689 -0.26284 0.0942 0.0576 0.0358 0.219
```
Positions in Å, forces in eV/Å.


The following is a quantum chemistry calculation of 2 unconnected molecules or ions with the total composition CH4BrOP, from OMol25.

Output
Spin multiplicity: 1
HOMO level, Ha: -0.347
Energy, eV: -82476.919
M, g mol⁻¹: 142.9
Gap between HOMO and LUMO, eV: 9.5

```
8
Properties=species:S:1:pos:R:3:forces:R:3:nbo_charge:R:1
C -0.28036 0.58326 3.87763 0.2724 0.1936 -0.0075 0.285
O -0.29749 -0.61213 4.31488 -2.5372 -1.4801 0.1304 -0.657
P -0.63328 0.68076 0.20648 -0.3780 -1.2661 1.0836 0.037
Br -2.01580 1.33714 3.26266 -0.1936 -0.4908 0.7263 -0.113
H -0.15363 0.44025 1.53860 -0.0475 0.5085 -0.5442 -0.020
H -1.19007 -1.19671 4.37023 2.0906 1.9333 -0.3457 0.493
H 0.29292 -0.30159 -0.15136 0.3194 -0.2235 -0.7165 -0.019
H -1.62084 -0.38207 0.45211 0.4740 0.8252 -0.3265 -0.007
```
Positions in Å, forces in eV/Å.